{"formula": "C2H3BF2O", "method": "ωB97M-V with the def2-TZVPD basis set", "e_tot_ev": -10279.323, "e_homo_ev": -11.5, "smiles": "B[C@H](F)C(=O)F", "de_lowest_kcal_mol": 76.0, "largest_force_ev_per_a": 4.10, "total_charge": 0, "elements": ["F", "H", "O", "B", "F", "H", "C", "C", "H"], "xyz": [[0.020838, -1.827405, 0.718115], [-1.680257, 0.279710, 0.509153], [0.175881, -1.933028, -1.348674], [-0.812811, 1.091264, 0.327753], [1.311902, 0.927570, -0.948828], [-1.237003, 2.241384, 0.289912], [0.656967, 0.258037, 0.006589], [0.365282, -1.212859, -0.431963], [1.199202, 0.175327, 0.877941]], "atomic_forces_ev_per_a": [[0.1600, 0.2498, 2.0125], [0.0902, 0.2769, 0.2403], [1.1450, 1.8056, -1.5870], [-0.1822, -1.7481, -0.4178], [1.2935, 0.7218, -1.1634], [1.2641, -0.6204, -0.0390], [-3.6054, 0.3611, -1.9216], [-1.6784, -0.8990, 0.8168], [1.5132, -0.1477, 2.0593]], "lowdin_charge": [0.065, 0.030, 0.185, 0.226, 0.012, 0.037, -0.246, -0.414, 0.104]}



{"formula": "C2H3BO3", "method": "ωB97M-V with the def2-TZVPD basis set", "e_tot_ev": -8939.032, "e_homo_ev": -10.9, "de_lowest_kcal_mol": 123.9, "largest_force_ev_per_a": 6.08, "total_charge": 0, "elements": ["B", "H", "H", "H", "O", "C", "C", "O", "O"], "xyz": [[0.086620, -0.760803, -0.714252], [0.495152, -2.262673, -1.701998], [-0.255927, -2.172901, 0.616287], [-0.427200, 2.918856, 2.341043], [-0.196849, -1.294515, 0.474298], [-0.180277, 2.600805, 1.375461], [0.015791, 1.832775, 0.465788], [0.195094, -1.445585, -1.901505], [0.267595, 0.584042, -0.955122]], "atomic_forces_ev_per_a": [[-0.2986, 0.7458, -0.6968], [1.3832, -4.4510, 0.4260], [-0.3593, -4.3412, 0.4329], [-0.0823, 0.8180, 0.5848], [0.3035, 4.2661, 0.7087], [0.2551, -1.7724, -1.4251], [0.4513, -3.6579, -3.3328], [-1.1089, 3.7158, -0.5433], [-0.5439, 4.6768, 3.8457]], "lowdin_charge": [-0.881, 0.042, 0.055, 0.015, 0.265, 0.036, 0.106, 0.225, 0.136]}



{"formula": "C2H3Br2Cl3Si", "method": "ωB97M-V with the def2-TZVPD basis set", "e_tot_ev": -187653.707, "e_homo_ev": [-8.4, -8.7], "de_lowest_kcal_mol": 60.8, "largest_force_ev_per_a": 4.71, "total_charge": 0, "elements": ["Cl", "Si", "Br", "H", "C", "Cl", "H", "Cl", "Br", "C", "H"], "xyz": [[-0.834032, 3.080516, -0.700008], [-0.055916, 2.001383, 0.715565], [1.574683, -1.734734, 1.242098], [0.066174, -2.383205, -1.428987], [-0.011690, -1.000525, 0.291677], [-1.228158, 2.106382, 2.305691], [0.951315, -0.890812, -1.784499], [1.798752, 2.687374, 0.961849], [-1.555910, -1.723393, 1.154092], [0.082877, -1.323374, -1.117409], [-0.788095, -0.819613, -1.640068]], "atomic_forces_ev_per_a": [[-1.0189, 0.9611, -1.8015], [0.6711, -3.1906, 0.2144], [-0.4547, 0.6551, -0.2821], [-0.1600, 0.1849, 0.7119], [1.3314, 0.9103, 1.8129], [-0.4742, -0.0076, 1.0190], [-1.0925, -0.5396, 2.0659], [0.8326, 0.0401, 0.3734], [-0.1262, 0.3737, -0.1889], [-0.0616, 1.3616, -4.5082], [0.5531, -0.7490, 0.5831]], "lowdin_charge": [0.347, -0.769, 0.526, 0.076, -1.238, 0.318, 0.115, 0.307, 0.603, -0.367, 0.082]}



{"formula": "C2H3Br2Cl3Si", "method": "ωB97M-V with the def2-TZVPD basis set", "e_tot_ev": -187651.744, "e_homo_ev": -7.2, "de_lowest_kcal_mol": 106.1, "largest_force_ev_per_a": 12.20, "total_charge": 0, "elements": ["H", "Br", "Cl", "Br", "C", "Cl", "H", "Si", "H", "C", "Cl"], "xyz": [[0.581072, 0.821989, -1.522510], [0.321062, 2.198434, 0.532911], [0.352129, 0.003175, 2.241082], [-1.689188, 0.238681, 1.433895], [0.216260, 0.641233, -0.499711], [0.313521, -2.535475, -0.253087], [-1.325486, -0.856359, -0.768250], [1.162952, -0.735083, 0.382796], [-1.923511, 0.768973, -1.040811], [-1.220281, 0.186373, -0.447133], [3.211469, -0.731941, -0.059183]], "atomic_forces_ev_per_a": [[-0.2398, -0.0291, 0.3548], [1.2183, 3.2314, -1.1765], [10.8171, -3.9579, 2.9248], [-11.7215, 0.4378, -3.3681], [0.4367, -1.0815, -1.0637], [0.8265, 0.5453, 0.6779], [-0.0833, 0.4274, 0.0984], [0.3107, 0.6978, 0.9100], [0.1437, 0.3893, 0.4211], [-0.5227, -0.5476, -0.2258], [-1.1859, -0.1128, 0.4472]], "lowdin_charge": [0.081, 0.685, 0.085, 0.510, -0.975, 0.347, -0.002, -0.421, 0.077, -0.665, 0.279]}



{"formula": "C2H3Br2FO", "method": "ωB97M-V with the def2-TZVPD basis set", "e_tot_ev": -146971.765, "e_homo_ev": -10.0, "smiles": "O[C@](F)(Br)CBr", "de_lowest_kcal_mol": 22.9, "largest_force_ev_per_a": 2.19, "total_charge": 0, "elements": ["H", "Br", "C", "H", "C", "O", "H", "F", "Br"], "xyz": [[-1.533394, -0.758093, -0.600081], [1.288358, -2.193547, 0.461070], [0.226168, -0.062096, 0.396882], [0.032567, -0.608441, -1.615992], [-0.665139, -0.145947, -0.832429], [1.190174, 0.884342, 0.455265], [1.393605, 1.350432, 1.323102], [-0.504269, -0.065680, 1.517750], [-1.428069, 1.599030, -1.105566]], "atomic_forces_ev_per_a": [[0.4856, -0.3662, -0.0680], [-0.9905, 1.9024, -0.1277], [1.0016, -0.1385, 1.6881], [-1.5689, 1.1440, 0.5098], [1.9706, -0.9262, -0.1928], [-0.2851, -0.1527, -0.1113], [-0.8786, -1.5092, -1.2027], [0.1552, -0.1590, -0.0001], [0.1101, 0.2052, -0.4953]], "lowdin_charge": [0.063, 0.281, -0.789, 0.098, -0.583, 0.006, 0.178, 0.036, 0.710]}



{"formula": "C2H3Br2N", "method": "ωB97M-V with the def2-TZVPD basis set", "e_tot_ev": -143695.549, "e_homo_ev": -9.9, "smiles": "[H]/N=C(\\Br)CBr", "de_lowest_kcal_mol": 34.5, "largest_force_ev_per_a": 2.57, "total_charge": 0, "elements": ["C", "H", "N", "C", "Br", "H", "H", "Br"], "xyz": [[-0.235305, 0.314856, 0.349959], [0.372412, -0.417364, -1.626334], [-0.635595, 1.256024, -0.256754], [0.161009, -0.899642, -0.613498], [1.759787, -1.606773, 0.020917], [-0.670747, -1.543982, -0.620012], [-0.567631, 2.164734, 0.087186], [-0.183930, 0.732147, 2.658536]], "atomic_forces_ev_per_a": [[0.4502, -1.8189, 0.4887], [-0.6080, -0.7264, 1.6349], [-0.1348, 1.4578, -1.7688], [0.3008, 2.4845, 0.5746], [1.0928, -1.0364, 0.3527], [-0.6534, -1.2071, -0.1214], [-0.7802, 1.8188, 1.0072], [0.3325, -0.9723, -2.1679]], "lowdin_charge": [-0.559, 0.089, 0.102, -0.644, 0.693, 0.042, 0.053, 0.224]}



Repeat the first record exactly.
{"formula": "C2H3BF2O", "method": "ωB97M-V with the def2-TZVPD basis set", "e_tot_ev": -10279.323, "e_homo_ev": -11.5, "smiles": "B[C@H](F)C(=O)F", "de_lowest_kcal_mol": 76.0, "largest_force_ev_per_a": 4.10, "total_charge": 0, "elements": ["F", "H", "O", "B", "F", "H", "C", "C", "H"], "xyz": [[0.020838, -1.827405, 0.718115], [-1.680257, 0.279710, 0.509153], [0.175881, -1.933028, -1.348674], [-0.812811, 1.091264, 0.327753], [1.311902, 0.927570, -0.948828], [-1.237003, 2.241384, 0.289912], [0.656967, 0.258037, 0.006589], [0.365282, -1.212859, -0.431963], [1.199202, 0.175327, 0.877941]], "atomic_forces_ev_per_a": [[0.1600, 0.2498, 2.0125], [0.0902, 0.2769, 0.2403], [1.1450, 1.8056, -1.5870], [-0.1822, -1.7481, -0.4178], [1.2935, 0.7218, -1.1634], [1.2641, -0.6204, -0.0390], [-3.6054, 0.3611, -1.9216], [-1.6784, -0.8990, 0.8168], [1.5132, -0.1477, 2.0593]], "lowdin_charge": [0.065, 0.030, 0.185, 0.226, 0.012, 0.037, -0.246, -0.414, 0.104]}